No. 1
C13H20ClO3Os as an isolated structure. Source: the OMol25 dataset; level of theory: ωB97M-V with the def2-TZVPD basis set.

CARTESIAN COORDINATES (ANGSTROEM)
Os (0.484, -0.173, 0.154)
Cl (-0.146, 1.125, 1.988)
O (0.937, -1.457, -1.425)
O (2.160, 0.785, -0.949)
O (1.188, -1.961, 1.121)
C (1.806, -0.952, -2.513)
C (-2.216, 1.203, 0.249)
C (-1.805, 1.616, 1.553)
C (-4.431, 2.004, 0.778)
C (2.709, 2.121, -0.670)
C (0.712, -3.080, 0.320)
C (-3.590, 1.367, -0.089)
C (1.257, -2.854, -1.059)
C (1.266, -2.244, 2.564)
C (-3.949, 2.458, 2.042)
C (1.918, 0.541, -2.362)
C (-2.593, 2.244, 2.449)
C (-1.204, 0.711, -0.707)
H (1.978, -3.053, 2.701)
H (-3.938, 1.028, -1.057)
H (-2.254, 2.562, 3.427)
H (2.775, -1.429, -2.373)
H (2.762, 0.911, -2.945)
H (-4.628, 2.954, 2.727)
H (2.819, 2.196, 0.408)
H (0.278, -2.518, 2.930)
H (2.341, -2.953, -1.077)
H (1.089, -4.015, 0.733)
H (1.019, 1.075, -2.675)
H (-1.648, 0.125, -1.512)
H (3.683, 2.185, -1.148)
H (-5.468, 2.179, 0.522)
H (-0.768, 1.616, -1.174)
H (1.631, -1.339, 3.039)
H (-0.381, -3.103, 0.351)
H (1.374, -1.245, -3.469)
H (2.031, 2.881, -1.055)
H (0.801, -3.511, -1.798)

multiplicity: 5
HOMO-LUMO gap (spin up / spin down): 8.77 / 6.16 eV
ΔE to the lowest compared entry with this formula, charge and spin: 0.000 eV
net charge: +3

No. 2
C13H20CsN5O6P as an isolated structure. Source: the OMol25 dataset; level of theory: ωB97M-V with the def2-TZVPD basis set.

CARTESIAN COORDINATES (ANGSTROEM)
Cs (-0.841, -0.190, -0.453)
P (1.444, -1.593, -2.716)
O (-2.289, -1.246, 1.553)
O (-7.518, 3.013, 3.628)
O (1.980, -1.845, -1.334)
O (-7.220, 1.008, 4.343)
O (0.077, -1.062, -3.001)
O (-2.226, 1.679, 0.688)
N (0.435, -3.972, -2.443)
N (4.263, 0.403, 1.204)
N (3.068, 1.040, -0.471)
N (-6.933, 1.945, 3.617)
N (2.293, 0.816, -3.239)
C (-4.157, 2.854, 1.319)
C (-5.724, 1.847, 2.822)
C (3.030, 2.058, 0.451)
C (2.613, -0.562, -3.664)
C (3.779, 1.658, 1.506)
C (-4.999, 0.688, 2.833)
C (1.381, -3.320, -3.420)
C (-3.821, 0.551, 2.078)
C (3.815, 0.052, 0.002)
C (-5.306, 2.942, 2.045)
C (-3.322, 1.685, 1.315)
C (-3.240, -0.768, 2.171)
C (5.084, -0.428, 2.085)
H (-5.901, 3.843, 2.038)
H (-0.481, -3.520, -2.517)
H (-3.820, 3.697, 0.730)
H (0.948, -3.393, -4.414)
H (0.798, -3.785, -1.497)
H (3.639, -0.806, -3.386)
H (2.326, -3.855, -3.362)
H (0.330, -4.976, -2.587)
H (2.828, 1.485, -3.783)
H (2.499, -0.727, -4.739)
H (2.661, 1.023, -1.435)
H (1.311, 0.988, -3.441)
H (-5.356, -0.139, 3.433)
H (-3.766, -1.415, 2.896)
H (3.975, -0.894, -0.485)
H (4.453, -1.111, 2.647)
H (2.463, 2.956, 0.282)
H (5.621, 0.221, 2.770)
H (5.802, -0.983, 1.489)
H (4.006, 2.138, 2.441)

HOMO-LUMO gap: 6.10 eV
ΔE to the lowest compared entry with this formula, charge and spin: 1.358 eV
net charge: +1

No. 3
C13H20MnN3O2S2 as an isolated structure. Source: the OMol25 dataset; level of theory: ωB97M-V with the def2-TZVPD basis set.

CARTESIAN COORDINATES (ANGSTROEM)
Mn (-0.072, 0.078, -0.001)
S (2.396, -1.487, 1.220)
S (0.789, -1.155, -1.688)
O (1.417, -0.282, 1.080)
O (-1.469, 0.364, -1.187)
N (-1.381, 2.822, 2.854)
N (-0.970, 1.278, 1.356)
N (-1.488, -0.110, -2.445)
C (3.283, -1.088, 2.748)
C (-1.535, -1.106, -4.979)
C (-2.516, 0.216, -3.248)
C (-0.468, -0.897, -2.849)
C (-0.047, -2.555, 2.206)
C (1.347, -2.916, 1.727)
C (-2.594, 2.421, 2.351)
C (2.473, -1.083, 4.031)
C (-0.431, 2.116, 2.240)
C (-1.183, 3.850, 3.869)
C (-2.557, -0.270, -4.528)
C (-2.336, 1.468, 1.420)
C (-0.488, -1.419, -4.136)
H (2.166, -2.084, 4.328)
H (4.099, -1.814, 2.773)
H (-2.144, 4.293, 4.112)
H (1.307, -3.553, 0.844)
H (-3.023, 0.917, 0.802)
H (3.712, -0.106, 2.538)
H (-0.653, -2.099, 1.418)
H (-3.384, 0.001, -5.167)
H (1.598, -0.437, 3.951)
H (1.901, -3.444, 2.503)
H (-3.526, 2.839, 2.689)
H (-0.522, 4.629, 3.498)
H (0.326, -2.059, -4.445)
H (-1.566, -1.503, -5.984)
H (-0.565, -3.470, 2.490)
H (-0.757, 3.421, 4.774)
H (-3.268, 0.863, -2.821)
H (-0.033, -1.894, 3.070)
H (3.102, -0.690, 4.829)
H (0.622, 2.214, 2.449)

multiplicity: 5
HOMO-LUMO gap (spin up / spin down): 7.38 / 8.20 eV
net charge: +2

No. 4
An isolated ion of composition C13H20N and charge +1. Source: the OMol25 dataset; level of theory: ωB97M-V with the def2-TZVPD basis set.

CARTESIAN COORDINATES (ANGSTROEM)
N (1.202, 1.027, 1.643)
C (-1.212, -0.607, -1.299)
C (-0.434, -3.547, -0.612)
C (-0.408, 2.727, -1.231)
C (1.045, -0.090, 2.489)
C (2.310, 1.866, 1.863)
C (-1.071, -1.209, 0.018)
C (-0.798, 0.308, 0.106)
C (-1.718, 2.267, -1.034)
C (-0.088, -2.327, 0.307)
C (-0.160, -0.465, -2.390)
C (0.559, 2.185, -0.400)
C (0.390, 1.111, 0.530)
C (-1.913, 1.115, -0.332)
H (2.165, 2.991, 1.897)
H (1.542, -0.936, 2.047)
H (3.275, 1.502, 1.333)
H (-0.326, -1.260, -3.267)
H (-0.172, 3.464, -1.917)
H (1.294, 0.016, 3.429)
H (0.022, -0.350, 2.630)
H (-0.373, -3.317, -1.652)
H (0.097, -4.378, -0.274)
H (0.830, -0.385, -1.876)
H (2.712, 1.844, 2.943)
H (0.962, -2.048, 0.167)
H (-2.187, -0.672, -1.770)
H (-0.212, 0.509, -2.862)
H (-2.598, 2.773, -1.297)
H (1.652, 2.550, -0.380)
H (-1.988, -1.347, 0.547)
H (-2.906, 0.755, -0.251)
H (-0.002, -2.417, 1.359)
H (-1.493, -3.655, -0.462)

HOMO-LUMO gap (spin up / spin down): 7.74 / 7.74 eV
ΔE to the lowest compared entry with this formula, charge and spin: 4.991 eV
SMILES string: CC[C@@H]1[C@H](C)[C@@]12C=CC=CC2=[N+](C)C
net charge: +1

No. 5
One molecule with the formula C13H20N2O3S2. Source: the OMol25 dataset; level of theory: ωB97M-V with the def2-TZVPD basis set.

CARTESIAN COORDINATES (ANGSTROEM)
S (2.377, 1.819, -1.308)
S (1.019, 4.175, -2.520)
O (-1.035, -1.520, -0.512)
O (-0.006, -3.126, -1.673)
O (1.107, -1.164, -1.304)
N (-0.319, 2.717, -0.756)
N (-1.995, 2.840, 0.652)
C (-2.374, -2.500, 1.311)
C (2.309, 0.785, -2.857)
C (0.923, 2.904, -1.476)
C (-0.963, -2.003, 0.871)
C (-0.759, 3.324, 0.412)
C (0.054, -2.021, -1.213)
C (-1.263, -0.076, 2.677)
C (-2.326, 1.916, -0.329)
C (-0.279, -0.962, 1.835)
C (3.127, -0.526, -2.530)
C (2.211, -1.719, -2.041)
C (-0.377, 0.650, 3.804)
C (-1.221, 1.809, -1.278)
H (2.703, 1.325, -3.752)
H (0.305, -0.256, 1.178)
H (-2.754, -3.152, 0.474)
H (-3.132, -1.682, 1.415)
H (1.224, 0.597, -3.050)
H (-0.162, 4.060, 0.976)
H (0.474, -1.475, 2.492)
H (-1.708, 0.769, 2.087)
H (2.825, -2.358, -1.364)
H (1.919, -2.299, -2.945)
H (0.678, 0.264, 3.725)
H (-0.717, 0.400, 4.838)
H (-1.110, 1.173, -2.174)
H (-3.270, 1.339, -0.408)
H (-0.353, 1.758, 3.681)
H (3.895, -0.246, -1.763)
H (-2.054, -0.642, 3.220)
H (-2.351, -3.158, 2.218)
H (-0.305, -2.918, 0.837)
H (3.683, -0.820, -3.452)

HOMO-LUMO gap: 7.52 eV
ΔE to the lowest compared entry with this formula, charge and spin: 3.574 eV
SMILES string: CCC[C@@H](C)OC(=O)OCCCSC(=S)n1ccnc1

No. 6
One molecule with the formula C13H20N2O4. Source: the OMol25 dataset; level of theory: ωB97M-V with the def2-TZVPD basis set.

CARTESIAN COORDINATES (ANGSTROEM)
O (-0.861, -0.284, 4.045)
O (0.958, -0.550, -1.130)
O (-1.155, 0.608, 1.991)
O (0.793, 1.404, -0.023)
N (2.497, -1.356, 1.168)
N (1.518, -1.489, 3.133)
C (-3.565, 0.290, 1.947)
C (0.747, -0.650, 2.373)
C (1.011, 0.220, -0.048)
C (-4.746, -0.834, 0.019)
C (-0.500, -0.095, 2.904)
C (3.137, 0.878, -2.577)
C (0.739, 0.083, -2.390)
C (4.388, 0.895, -3.447)
C (-2.404, 1.188, 2.366)
C (-3.608, 0.090, 0.433)
C (2.018, 0.064, -3.223)
C (1.382, -0.583, 1.144)
C (2.554, -1.877, 2.365)
H (-4.494, 0.747, 2.291)
H (2.791, 1.901, -2.411)
H (-2.654, -0.328, 0.103)
H (4.174, 1.338, -4.418)
H (0.405, 1.111, -2.215)
H (-3.460, -0.677, 2.444)
H (-4.630, -1.814, 0.477)
H (-2.444, 2.147, 1.844)
H (-4.762, -0.960, -1.061)
H (5.174, 1.476, -2.971)
H (1.785, 0.468, -4.210)
H (3.330, -2.535, 2.701)
H (-0.054, -0.484, -2.886)
H (-2.412, 1.347, 3.449)
H (-3.729, 1.060, -0.052)
H (4.756, -0.116, -3.606)
H (1.302, -1.733, 4.087)
H (2.344, -0.971, -3.343)
H (-5.704, -0.423, 0.331)
H (3.380, 0.445, -1.604)

HOMO-LUMO gap: 10.06 eV
ΔE to the lowest compared entry with this formula, charge and spin: 0.312 eV
SMILES string: CCCCOC(=O)c1nc[nH]c1C(=O)OCCCC

no.,energy (eV),F_max (Eh/bohr)
1,-34903.1630,0.01202
2,-43371.5911,0.02288
3,-75347.2624,0.01345
4,-15284.5976,0.10364
5,-44595.9653,0.08231
6,-24976.6929,0.01792